Record 1
Here is a 11-piece molecular cluster, C34H60BO38 overall in a non-equilibrium geometry from OMol25. Energies are from ωB97M-V/def2-TZVPD.

Structure (ORCA input):
```
! RIJCOSX wB97M-V def2-TZVPD def2/J DEFGRID3
* xyz -1 1
O -0.318 -1.515 3.155
C -0.391 -1.689 1.972
O -1.177 -1.097 1.110
B -0.791 -1.481 -0.275
O 0.292 -2.482 -0.089
C 0.633 -2.515 1.200
O 1.584 -3.088 1.639
O -0.347 -0.373 -1.121
C -1.202 -0.182 -2.122
O -1.133 0.708 -2.910
C -2.243 -1.383 -2.044
O -1.921 -2.090 -0.967
O -3.137 -1.599 -2.804
C -0.988 -7.536 2.253
O -1.335 -6.435 1.440
C -2.277 -5.589 1.830
O -2.910 -5.648 2.848
O -2.314 -4.624 0.907
C -3.265 -3.602 1.002
H -1.730 -8.336 2.328
H -0.816 -7.152 3.260
H -0.107 -8.015 1.834
H -3.286 -3.179 2.011
H -4.279 -3.909 0.727
H -3.042 -2.761 0.344
C -6.224 4.655 -1.448
O -6.186 3.389 -0.819
C -5.290 3.182 0.132
O -4.573 4.006 0.628
O -5.225 1.889 0.397
C -4.122 1.360 1.108
H -5.385 4.794 -2.131
H -6.207 5.512 -0.776
H -7.159 4.636 -2.003
H -4.259 1.575 2.171
H -3.177 1.822 0.819
H -4.100 0.285 0.964
C -0.821 -4.458 -1.764
O -0.540 -4.462 -3.161
C 0.693 -4.170 -3.539
O 1.622 -3.887 -2.837
O 0.722 -4.281 -4.873
C 2.008 -4.189 -5.465
H -1.892 -4.345 -1.637
H -0.293 -3.667 -1.233
H -0.458 -5.404 -1.356
H 2.608 -5.069 -5.236
H 2.512 -3.289 -5.111
H 1.895 -4.098 -6.542
C 1.568 2.428 -1.509
O 0.953 3.133 -2.567
C 1.558 4.178 -3.137
O 2.571 4.701 -2.763
O 0.845 4.482 -4.203
C 1.299 5.543 -5.039
H 2.526 1.981 -1.769
H 0.881 1.644 -1.202
H 1.665 3.015 -0.593
H 0.425 5.911 -5.576
H 2.036 5.110 -5.710
H 1.612 6.423 -4.479
C 1.876 -0.449 5.227
O 3.215 -0.253 4.775
C 4.175 -0.851 5.456
O 4.036 -1.709 6.282
O 5.337 -0.338 5.024
C 6.497 -0.936 5.549
H 1.308 0.456 5.026
H 1.823 -0.500 6.318
H 1.427 -1.354 4.834
H 6.667 -0.763 6.611
H 7.388 -0.615 5.010
H 6.481 -2.013 5.357
C -1.567 2.924 -10.163
O -0.960 2.688 -8.915
C -1.723 2.690 -7.814
O -2.921 2.785 -7.803
O -0.910 2.598 -6.777
C -1.444 2.520 -5.445
H -1.828 1.998 -10.675
H -0.840 3.440 -10.790
H -2.439 3.575 -10.105
H -2.086 3.343 -5.134
H -0.510 2.553 -4.894
H -1.955 1.567 -5.321
C -1.903 3.896 -2.391
O -1.202 5.130 -2.227
C -1.587 6.004 -1.319
O -2.516 5.813 -0.583
O -0.792 7.065 -1.252
C 0.208 7.257 -2.237
H -1.207 3.164 -2.787
H -2.712 4.114 -3.089
H -2.295 3.514 -1.450
H 0.621 8.265 -2.199
H -0.237 7.149 -3.226
H 1.075 6.611 -2.098
C 0.302 1.798 1.611
O -0.830 2.654 1.405
C -1.231 3.523 2.307
O -2.077 4.334 2.107
O -0.561 3.386 3.484
C -1.016 4.208 4.553
H 1.118 2.516 1.546
H 0.347 0.964 0.926
H 0.408 1.334 2.595
H -0.318 5.028 4.728
H -1.008 3.595 5.452
H -1.992 4.615 4.301
C 2.430 -6.613 8.303
O 1.757 -5.603 7.589
C 1.949 -5.573 6.265
O 2.756 -6.237 5.676
O 1.120 -4.673 5.790
C 0.959 -4.496 4.390
H 2.304 -6.489 9.373
H 3.488 -6.659 8.037
H 2.041 -7.599 8.029
H 1.424 -5.349 3.896
H 1.443 -3.579 4.059
H -0.082 -4.373 4.104
C 4.008 -0.832 2.855
O 4.109 -1.300 1.519
C 3.315 -0.778 0.609
O 2.560 0.143 0.792
O 3.485 -1.454 -0.512
C 2.661 -1.162 -1.624
H 3.040 -0.369 3.066
H 4.800 -0.134 3.105
H 3.955 -1.713 3.496
H 2.708 -0.121 -1.954
H 1.588 -1.285 -1.481
H 2.958 -1.812 -2.438
*
```

Values from the calculation:
Kohn-Sham gap	10.2	eV
E	-4215.8047	Eh



Record 2
Here is C34H60BrCl2IN3O10P2STi as an isolated structure in a non-equilibrium geometry from OMol25. Energies are from ωB97M-V/def2-TZVPD.

Structure (ORCA input):
```
! RIJCOSX wB97M-V def2-TZVPD def2/J DEFGRID3
* xyz 3 1
Ti -23.566 -4.200 -2.380
N -25.333 -4.018 -1.139
C -26.596 -3.250 -1.225
C -26.290 -1.774 -1.262
C -25.526 -1.335 -2.576
C -25.557 -2.225 -3.828
N -24.984 -3.570 -3.775
H -25.578 -5.021 -0.998
H -24.874 -3.696 -0.293
H -27.141 -3.444 -0.326
H -27.170 -3.594 -2.084
H -25.685 -1.553 -0.344
H -27.224 -1.224 -1.184
H -24.521 -1.020 -2.287
H -26.035 -0.432 -2.913
H -25.082 -1.827 -4.724
H -26.611 -2.356 -4.050
H -24.517 -3.794 -4.671
H -25.746 -4.250 -3.760
C -19.984 -5.492 2.845
C -21.041 -5.495 1.794
C -21.101 -6.772 0.992
O -20.623 -4.378 0.835
P -21.577 -3.414 0.130
O -22.667 -4.147 -0.665
C -20.479 -2.568 -1.059
P -20.782 -2.936 -2.781
O -22.323 -2.800 -2.928
O -19.987 -2.048 -3.729
C -19.967 -0.584 -4.052
C -21.360 0.008 -4.212
C -19.136 0.149 -3.035
O -20.327 -4.367 -2.999
C -19.527 -4.888 -4.227
C -19.879 -6.360 -4.423
C -18.085 -4.675 -3.882
O -22.320 -2.371 1.060
C -21.389 -1.482 1.862
C -21.601 -1.870 3.362
C -21.684 -0.038 1.438
H -20.283 -6.266 3.559
H -19.849 -4.537 3.330
H -19.061 -5.830 2.398
H -21.981 -5.157 2.232
H -20.180 -6.913 0.349
H -21.940 -6.782 0.330
H -21.261 -7.589 1.679
H -19.425 -2.755 -0.831
H -20.599 -1.503 -0.901
H -19.453 -0.618 -5.015
H -21.800 0.139 -3.207
H -21.992 -0.583 -4.873
H -21.332 1.015 -4.582
H -19.729 0.342 -2.114
H -18.774 1.115 -3.423
H -18.200 -0.448 -2.890
H -19.901 -4.246 -5.043
H -19.679 -6.900 -3.530
H -19.236 -6.759 -5.218
H -20.894 -6.511 -4.795
H -17.862 -5.067 -2.920
H -17.870 -3.608 -3.914
H -17.442 -5.178 -4.627
H -20.353 -1.715 1.586
H -22.607 -1.664 3.679
H -20.906 -1.245 3.936
H -21.401 -2.918 3.571
H -22.759 0.160 1.541
H -21.280 0.080 0.436
H -21.151 0.600 2.114
Cl -26.756 -9.277 1.333
C -26.597 -7.552 1.335
Cl -25.481 -7.184 0.015
H -26.116 -7.236 2.263
H -27.532 -7.038 1.205
Br -16.435 -9.383 -0.526
C -17.446 -10.974 -0.200
C -16.999 -11.978 0.679
C -17.693 -13.189 0.785
C -18.815 -13.446 -0.006
C -19.260 -12.449 -0.859
C -18.643 -11.189 -0.937
I -19.333 -9.949 -2.450
H -16.170 -11.703 1.338
H -17.389 -13.988 1.454
H -19.309 -14.387 -0.074
H -20.137 -12.580 -1.467
C -30.616 -11.838 -7.079
C -29.868 -10.698 -6.485
C -30.506 -9.953 -5.495
C -29.855 -8.851 -4.956
C -28.565 -8.485 -5.445
C -27.935 -9.292 -6.408
C -28.616 -10.345 -6.949
S -27.097 -7.257 -3.662
O -27.935 -7.303 -5.009
O -26.314 -6.031 -3.904
N -25.939 -8.446 -3.693
C -24.833 -8.354 -4.610
C -23.523 -7.748 -4.037
C -23.511 -6.408 -3.393
O -22.954 -5.300 -3.909
O -23.936 -6.240 -2.211
H -31.416 -12.205 -6.446
H -29.939 -12.693 -6.968
H -30.857 -11.654 -8.086
H -31.519 -10.203 -5.177
H -30.336 -8.268 -4.225
H -26.995 -9.011 -6.825
H -28.117 -10.896 -7.790
H -26.303 -9.387 -3.636
H -25.107 -7.815 -5.507
H -24.568 -9.350 -4.894
H -22.732 -7.889 -4.814
H -23.239 -8.327 -3.193
*
```

Values from the calculation:
Kohn-Sham gap	4.3	eV
energy relative to the best compared isomer or geometry (same formula, charge and spin)	9.5	kcal/mol
E	-7970.1113	Eh



Record 3
Here is C34H61BBeClF8N8Na2O13 as an isolated structure in a non-equilibrium geometry from OMol25. Energies are from ωB97M-V/def2-TZVPD.

Structure (ORCA input):
```
! RIJCOSX wB97M-V def2-TZVPD def2/J DEFGRID3
* xyz 1 1
C 0.652 -1.266 -1.527
C 0.970 -0.038 -2.425
C 1.292 1.147 -1.565
O 2.382 1.667 -1.586
O 0.311 1.591 -0.706
C 0.259 3.009 -0.687
C -0.031 3.475 0.766
N -0.473 2.406 1.654
C 0.557 1.754 2.414
C 0.789 0.278 2.044
N 1.871 -0.122 1.543
C -1.770 2.192 1.708
N -2.648 2.864 0.962
C -3.866 2.420 1.287
C -5.143 2.924 0.705
C -4.980 3.407 -0.741
C -5.604 2.498 -1.790
F -6.139 3.288 -2.759
F -6.610 1.738 -1.331
F -4.703 1.725 -2.414
N -3.737 1.455 2.189
C -4.805 0.659 2.792
C -4.702 -0.831 2.341
C -5.992 -1.367 1.671
C -6.302 -2.813 2.137
O -7.471 -2.875 2.982
C -7.139 -2.614 4.293
C -7.310 -1.181 4.762
O -6.762 -3.486 5.012
N -2.429 1.293 2.498
N -2.009 0.341 3.417
C -2.114 0.754 4.606
O -2.468 0.969 5.665
H -0.420 -1.469 -1.463
H 1.116 -2.157 -1.951
H 1.058 -1.158 -0.520
H 1.891 -0.285 -2.947
H 0.122 0.157 -3.078
H -0.521 3.415 -1.334
H 1.215 3.471 -0.929
H 0.933 3.797 1.164
H -0.724 4.360 0.866
H 1.503 2.324 2.375
H 0.264 1.751 3.472
H -0.013 -0.445 2.172
H 2.500 0.659 1.436
H -5.393 3.802 1.312
H -5.954 2.218 0.858
H -3.940 3.582 -1.010
H -5.467 4.374 -0.833
H -5.775 1.022 2.479
H -4.705 0.709 3.876
H -4.436 -1.441 3.206
H -3.886 -0.965 1.627
H -5.834 -1.451 0.593
H -6.859 -0.725 1.823
H -5.472 -3.230 2.716
H -6.452 -3.480 1.292
H -6.338 -0.798 5.072
H -7.695 -0.569 3.946
H -8.042 -1.143 5.566
C -6.222 7.404 -1.276
O -5.467 6.595 -0.761
N -6.173 8.721 -1.011
C -7.065 9.700 -1.622
C -5.176 9.143 -0.072
H -6.998 7.120 -1.999
H -6.480 10.434 -2.177
H -7.638 10.209 -0.847
H -7.753 9.208 -2.304
H -4.197 8.854 -0.462
H -5.340 8.634 0.890
H -5.213 10.220 0.074
C 3.968 -2.000 -0.392
C 4.487 -3.460 -0.292
O 3.732 -4.266 -0.993
H 2.959 -1.910 0.005
H 4.622 -1.334 0.196
H 3.970 -1.642 -1.423
H 4.589 -3.689 0.797
H 5.562 -3.391 -0.616
Be -3.400 3.842 3.308
B 3.286 -2.194 -5.347
F 2.595 -2.065 -6.561
F 4.363 -1.280 -5.306
F 2.398 -1.893 -4.275
F 3.764 -3.500 -5.199
Cl -1.082 5.109 2.783
C 8.132 -1.801 -6.426
O 8.467 -3.085 -5.929
C 9.828 -3.234 -5.560
C 9.960 -3.378 -4.056
N 9.651 -2.123 -3.373
C 9.502 -2.248 -1.930
C 8.350 -3.112 -1.411
O 7.077 -2.570 -1.677
C 6.549 -2.870 -2.972
H 7.118 -1.852 -6.817
H 8.156 -1.044 -5.633
H 8.805 -1.502 -7.234
H 10.445 -2.413 -5.938
H 10.187 -4.155 -6.025
H 10.982 -3.676 -3.809
H 9.282 -4.179 -3.742
H 8.789 -1.746 -3.752
H 9.358 -1.237 -1.539
H 10.444 -2.614 -1.511
H 8.438 -3.145 -0.323
H 8.413 -4.151 -1.749
H 6.877 -3.844 -3.335
H 6.820 -2.088 -3.687
H 5.461 -2.879 -2.902
C -6.400 -6.535 7.586
C -5.994 -6.965 6.200
O -6.464 -8.297 6.136
C -7.550 -8.368 6.965
O -8.341 -9.243 6.960
O -7.598 -7.287 7.791
F -4.643 -6.966 6.055
H -5.660 -6.817 8.337
H -6.590 -5.467 7.658
H -6.445 -6.380 5.397
C 11.928 0.098 -3.274
O 13.043 0.357 -3.879
H 11.375 -0.843 -3.627
H 11.974 -0.098 -2.173
H 11.114 0.856 -3.354
Na 3.471 2.171 1.041
Na -2.949 8.579 0.690
*
```

Values from the calculation:
Kohn-Sham gap	1.7	eV
E	-4371.0211	Eh



Record 4
Here is a 5-piece molecular cluster, C34H61ClF2N5O6Si overall in a non-equilibrium geometry from OMol25. Energies are from ωB97M-V/def2-TZVPD.

Structure (ORCA input):
```
! RIJCOSX wB97M-V def2-TZVPD def2/J DEFGRID3
* xyz 0 2
C -1.208 5.659 1.247
C -0.239 4.904 0.216
C 1.191 4.756 0.989
C -0.773 3.391 0.018
C -1.578 3.127 -1.352
C -0.737 2.364 -2.486
C 0.694 2.979 -2.823
O 1.604 3.248 -2.025
Cl 1.085 3.270 -4.617
C -2.955 2.332 -0.979
F -3.808 2.538 -2.149
F -3.666 2.963 0.100
C -2.809 0.757 -0.838
C -1.976 0.223 0.423
Si -0.527 -0.989 -0.055
C -0.838 -1.928 -1.694
C 1.164 -0.071 -0.256
C -0.238 -2.266 1.379
C -0.902 -2.172 2.777
C -0.553 -3.238 3.867
C 0.459 -4.389 3.550
C 1.103 -4.516 2.120
C 0.749 -3.441 1.029
C -2.114 4.510 -2.026
C -1.114 5.753 -1.961
C -2.038 7.069 -1.663
C -0.490 6.052 -3.447
N 0.049 5.632 -1.046
O 0.694 6.756 -0.865
H -1.233 5.067 2.234
H -0.799 6.708 1.478
H -2.305 5.691 0.885
H 0.928 4.201 1.973
H 1.925 4.081 0.439
H 1.619 5.764 1.313
H 0.169 2.719 0.021
H -1.342 3.134 0.971
H -0.561 1.246 -2.285
H -1.371 2.404 -3.453
H -3.883 0.339 -0.723
H -2.448 0.329 -1.851
H -1.571 1.022 1.128
H -2.685 -0.432 1.064
H -0.302 -1.318 -2.524
H -0.360 -2.968 -1.721
H -1.947 -1.947 -2.027
H 1.876 -0.827 -0.748
H 1.549 0.091 0.823
H 1.046 0.900 -0.840
H -1.621 -1.305 2.960
H -1.037 -3.129 4.907
H 0.737 -5.143 4.358
H 1.839 -5.352 1.889
H 1.233 -3.544 -0.009
H -3.075 4.827 -1.464
H -2.422 4.376 -3.128
H -1.425 8.022 -1.550
H -2.798 6.897 -0.831
H -2.657 7.205 -2.633
H -0.825 5.293 -4.228
H -0.699 7.134 -3.778
H 0.663 5.973 -3.388
C -1.375 -7.862 1.523
O -0.218 -7.634 1.827
N -2.327 -6.917 1.279
C -3.685 -7.271 0.923
C -1.970 -5.513 1.380
H -1.753 -8.892 1.420
H -3.917 -6.850 -0.059
H -4.368 -6.858 1.669
H -3.809 -8.355 0.885
H -1.165 -5.298 0.674
H -1.614 -5.307 2.390
H -2.831 -4.882 1.157
C 4.642 -4.369 0.449
O 3.605 -4.077 -0.118
N 5.207 -3.660 1.467
C 6.446 -4.072 2.094
C 4.548 -2.456 1.937
H 5.222 -5.263 0.171
H 6.267 -4.246 3.158
H 7.188 -3.278 1.972
H 6.827 -4.989 1.641
H 3.544 -2.711 2.288
H 4.461 -1.748 1.109
H 5.116 -2.002 2.750
C -3.165 -3.450 6.693
O -2.007 -3.224 6.993
N -4.115 -2.502 6.453
C -5.476 -2.852 6.100
C -3.753 -1.101 6.555
H -3.545 -4.479 6.589
H -5.710 -2.428 5.120
H -6.156 -2.438 6.850
H -5.603 -3.935 6.061
H -2.949 -0.887 5.846
H -3.393 -0.897 7.566
H -4.614 -0.467 6.337
C 5.407 1.257 -8.013
O 6.555 0.929 -8.244
N 5.026 2.408 -7.389
C 3.633 2.727 -7.150
C 6.045 3.341 -6.951
H 4.555 0.620 -8.304
H 3.393 3.667 -7.654
H 3.474 2.837 -6.074
H 2.980 1.940 -7.530
H 6.630 3.665 -7.815
H 6.711 2.839 -6.245
H 5.589 4.209 -6.472
*
```

Values from the calculation:
Kohn-Sham gap (alpha / beta)	8.5 / 8.3	eV
E	-3006.4744	Eh



> E of number 1 (C34H60BO38)?

-4215.8047 Eh